Record 1
A 8-piece molecular cluster, C32H68IO15P overall at a distorted geometry, computed with ωB97M-V/def2-TZVPD.

SMILES: OCCCC[PH3]I.CCOC(C)=O.CCOC(C)=O.CCOC(C)=O.CCOC(C)=O.CCOC(C)=O.CCOC(C)=O.CCOC(C)=O
Net charge: 0

Element x y z (Å)
O1 -4.676 2.533 -0.995
C1 -4.168 2.972 -2.255
C2 -3.535 1.861 -3.016
C3 -4.387 0.608 -3.209
C4 -3.735 -0.655 -2.708
P1 -3.196 -0.601 -0.877
I1 -2.375 -0.560 1.678
H1 -5.576 2.186 -1.114
H2 -4.942 3.431 -2.839
H3 -3.416 3.684 -2.009
H4 -3.267 2.248 -3.979
H5 -2.621 1.629 -2.508
H6 -4.571 0.498 -4.259
H7 -5.356 0.706 -2.768
H8 -2.884 -0.880 -3.324
H9 -4.416 -1.472 -2.808
H10 -3.952 -1.677 -0.513
H11 -1.875 -0.817 -1.165
H12 -3.760 0.638 -0.648
O2 -1.160 4.060 -1.775
C5 -0.916 4.849 -0.899
O3 -0.112 5.888 -1.189
C6 0.120 6.962 -0.265
C7 1.190 6.634 0.752
C8 -1.447 4.655 0.507
H13 -0.816 7.259 0.209
H14 0.428 7.785 -0.906
H15 0.903 5.804 1.393
H16 1.393 7.491 1.390
H17 2.114 6.356 0.246
H18 -0.777 3.972 1.029
H19 -2.423 4.182 0.434
H20 -1.534 5.568 1.089
O4 3.148 6.067 3.097
C9 3.663 5.011 2.841
O5 2.873 4.013 2.398
C10 3.397 2.752 1.950
C11 3.664 1.808 3.100
C12 5.144 4.764 3.062
H21 4.281 2.914 1.331
H22 2.619 2.360 1.299
H23 4.424 2.201 3.773
H24 4.002 0.841 2.730
H25 2.760 1.650 3.684
H26 5.290 4.501 4.109
H27 5.669 5.694 2.868
H28 5.571 3.979 2.446
O6 -8.808 0.791 -0.803
C13 -8.355 0.534 0.281
O7 -7.088 0.075 0.332
C14 -6.342 -0.041 1.559
C15 -6.615 -1.332 2.292
C16 -9.157 0.691 1.557
H29 -6.508 0.838 2.181
H30 -5.303 -0.006 1.236
H31 -7.653 -1.404 2.620
H32 -5.969 -1.397 3.166
H33 -6.404 -2.183 1.645
H34 -9.756 -0.208 1.692
H35 -9.829 1.533 1.426
H36 -8.558 0.849 2.449
O8 2.226 0.076 5.914
C17 2.460 0.874 6.776
O9 3.318 1.882 6.483
C18 3.560 2.977 7.368
C19 4.614 2.666 8.409
C20 1.883 0.758 8.173
H37 2.626 3.315 7.819
H38 3.900 3.774 6.710
H39 4.300 1.860 9.072
H40 4.815 3.548 9.016
H41 5.540 2.360 7.923
H42 2.508 0.071 8.742
H43 0.892 0.325 8.086
H44 1.813 1.697 8.716
O10 -0.941 -2.904 -1.990
C21 -0.119 -2.496 -2.773
O11 0.006 -3.151 -3.937
C22 0.871 -2.702 -4.995
C23 2.299 -3.161 -4.828
C24 0.806 -1.341 -2.445
H45 0.798 -1.620 -5.101
H46 0.432 -3.139 -5.888
H47 2.750 -2.745 -3.925
H48 2.906 -2.854 -5.675
H49 2.331 -4.249 -4.750
H50 1.640 -1.737 -1.868
H51 0.275 -0.632 -1.816
H52 1.198 -0.816 -3.311
O12 5.045 -2.775 -6.344
C25 5.812 -2.839 -5.422
O13 5.844 -1.800 -4.559
C26 6.617 -1.821 -3.354
C27 8.056 -1.411 -3.577
C28 6.760 -4.007 -5.242
H53 6.539 -2.796 -2.871
H54 6.114 -1.103 -2.710
H55 8.578 -2.109 -4.232
H56 8.587 -1.375 -2.627
H57 8.095 -0.424 -4.035
H58 7.636 -3.830 -5.865
H59 6.261 -4.900 -5.604
H60 7.088 -4.175 -4.220
O14 -3.747 -9.622 -1.532
C29 -3.176 -8.596 -1.279
O15 -3.117 -7.645 -2.236
C30 -2.577 -6.339 -1.991
C31 -1.075 -6.280 -2.138
C32 -2.485 -8.370 0.054
H61 -2.905 -5.970 -1.019
H62 -3.052 -5.713 -2.743
H63 -0.571 -6.911 -1.405
H64 -0.741 -5.255 -2.005
H65 -0.782 -6.623 -3.130
H66 -1.496 -8.823 0.003
H67 -3.058 -8.887 0.817
H68 -2.374 -7.328 0.340

Here are the Löwdin charges for atoms 1 to 6, given in e: number 1, O, carries -0.10; number 2, C, carries -0.25; number 3, C, carries -0.20; number 4, C, carries -0.25; number 5, C, carries -0.36; number 6, P, carries 0.58

=====

Record 2
A 9-piece molecular cluster, C32H68N4O17S2 overall at a distorted geometry, computed with ωB97M-V/def2-TZVPD.

SMILES: O=S1(=O)CCCC1.O=S1(=O)CCCC1.CCOC(=O)OC.CCOC(=O)OC.CCOC(=O)OC.CNC(C)=O.CNC(C)=O.CNC(C)=O.CNC(C)=O
Net charge: 0

Element x y z (Å)
C1 -1.337 2.318 -1.577
C2 -0.004 1.770 -1.102
O1 1.068 2.070 -1.663
N1 -0.184 0.746 -0.311
C3 1.134 0.117 0.018
H1 -1.986 1.479 -1.828
H2 -1.152 2.956 -2.441
H3 -1.886 2.816 -0.778
H4 -1.063 0.261 -0.201
H5 1.027 -0.901 0.391
H6 1.443 0.782 0.825
H7 1.831 0.055 -0.818
C4 -5.761 6.778 -5.107
C5 -4.777 5.687 -4.873
O2 -4.107 5.270 -5.733
N2 -4.624 5.144 -3.604
C6 -3.990 3.837 -3.332
H8 -6.273 6.524 -6.036
H9 -5.112 7.625 -5.329
H10 -6.574 7.071 -4.444
H11 -4.619 5.867 -2.899
H12 -4.157 3.568 -2.289
H13 -2.931 4.090 -3.296
H14 -4.232 2.974 -3.952
C7 1.379 -4.154 2.996
C8 2.056 -4.466 1.614
O3 1.963 -3.678 0.690
N3 2.728 -5.590 1.571
C9 3.234 -6.289 0.394
H15 1.863 -4.546 3.890
H16 0.476 -4.741 2.829
H17 1.280 -3.070 3.038
H18 2.743 -6.072 2.458
H19 2.620 -5.988 -0.455
H20 2.982 -7.335 0.567
H21 4.258 -6.155 0.046
C10 -2.653 4.820 2.109
C11 -2.524 3.271 1.980
O4 -1.380 2.853 2.057
N4 -3.583 2.543 1.704
C12 -3.339 1.178 1.633
H22 -3.657 5.094 1.786
H23 -1.954 5.416 1.523
H24 -2.600 5.106 3.159
H25 -4.371 3.001 1.269
H26 -2.485 0.885 1.023
H27 -4.240 0.725 1.220
H28 -3.111 0.965 2.678
C13 -1.128 -2.272 -2.886
C14 -1.831 -3.064 -1.768
O5 -3.309 -2.784 -1.647
C15 -3.689 -2.157 -0.490
O6 -3.009 -1.562 0.314
O7 -4.972 -2.489 -0.352
C16 -5.738 -1.905 0.762
H29 -0.662 -1.375 -2.480
H30 -1.738 -1.849 -3.684
H31 -0.359 -2.773 -3.475
H32 -1.233 -3.129 -0.858
H33 -1.807 -4.086 -2.145
H34 -5.395 -2.434 1.651
H35 -6.819 -1.896 0.621
H36 -5.312 -0.911 0.894
C17 4.924 -0.285 2.976
C18 4.629 -1.019 1.595
O8 4.598 -0.101 0.383
C19 5.763 0.165 -0.250
O9 6.816 -0.491 -0.109
O10 5.589 1.328 -1.014
C20 4.640 2.315 -0.738
H37 4.216 0.511 3.204
H38 5.897 0.207 2.954
H39 4.914 -0.863 3.900
H40 3.610 -1.405 1.573
H41 5.372 -1.799 1.427
H42 4.730 3.265 -1.265
H43 4.463 2.409 0.333
H44 3.713 1.803 -0.999
C21 -2.971 -6.522 2.845
C22 -3.314 -5.019 2.613
O11 -2.517 -4.162 3.243
C23 -2.778 -2.840 3.430
O12 -3.769 -2.169 3.144
O13 -1.639 -2.303 3.846
C24 -1.424 -0.963 3.460
H45 -1.896 -6.692 2.798
H46 -3.480 -7.158 2.121
H47 -3.384 -6.857 3.797
H48 -4.350 -4.687 2.691
H49 -3.047 -4.872 1.566
H50 -0.455 -0.645 3.846
H51 -2.228 -0.558 4.075
H52 -1.386 -0.784 2.386
C25 2.374 -3.316 -2.618
C26 2.775 -3.781 -4.071
C27 4.073 -4.334 -3.995
S1 5.026 -3.302 -2.824
O14 5.813 -2.334 -3.618
O15 5.737 -4.301 -1.960
C28 3.511 -2.519 -1.957
H53 2.213 -4.215 -2.024
H54 1.506 -2.657 -2.636
H55 2.819 -2.838 -4.616
H56 2.055 -4.382 -4.627
H57 4.549 -4.441 -4.970
H58 3.990 -5.327 -3.552
H59 3.404 -1.519 -2.377
H60 3.606 -2.544 -0.871
C29 1.106 6.216 0.415
C30 1.343 6.884 1.818
C31 1.524 5.778 2.787
S2 2.514 4.488 1.854
O16 2.143 3.210 2.430
O17 3.832 5.035 1.715
C32 1.725 4.739 0.211
H61 1.752 6.858 -0.184
H62 0.072 6.209 0.070
H63 0.521 7.517 2.152
H64 2.217 7.514 1.652
H65 0.593 5.211 2.774
H66 2.108 5.870 3.703
H67 1.038 3.894 0.256
H68 2.414 4.589 -0.620

Here are the Löwdin charges for atoms 1 to 6, given in e: number 1, C, carries 0.00; number 2, C, carries -0.58; number 3, O, carries 0.01; number 4, N, carries 0.04; number 5, C, carries -0.03; number 6, H, carries 0.08

=====

Record 3
A 6-piece molecular cluster, C32H69N9O8P overall at a distorted geometry, computed with ωB97M-V/def2-TZVPD.

Net charge: +1

Element x y z (Å)
N1 -4.564 0.149 2.127
C1 -3.261 0.330 2.477
N2 -2.989 0.467 3.782
O1 -3.719 -0.380 4.649
N3 -2.180 0.417 1.615
C2 -1.693 1.859 1.439
C3 -0.872 2.297 2.660
C4 0.037 3.512 2.380
C5 1.520 3.129 2.145
C6 1.990 3.079 0.670
C7 2.804 1.810 0.314
C8 2.359 1.120 -0.984
C9 1.290 0.032 -0.883
C10 1.809 -1.401 -0.934
C11 2.678 -1.849 0.240
C12 2.136 -1.464 1.623
C13 3.256 -1.144 2.604
N4 2.751 -0.388 3.746
C14 1.522 -0.477 4.342
C15 1.491 0.444 5.370
C16 2.729 1.120 5.385
C17 3.489 0.575 4.369
P1 -2.685 -0.486 0.183
O2 -1.655 -1.737 0.127
O3 -2.221 0.468 -1.027
H1 -4.960 -0.729 1.814
H2 -5.186 0.927 2.271
H3 -1.992 0.372 3.943
H4 -3.089 -1.053 4.936
H5 -2.567 2.496 1.337
H6 -1.057 1.914 0.566
H7 -0.243 1.451 2.934
H8 -1.571 2.540 3.457
H9 -0.020 4.178 3.233
H10 -0.338 4.037 1.501
H11 2.112 3.884 2.654
H12 1.704 2.185 2.655
H13 1.162 3.222 -0.026
H14 2.623 3.950 0.559
H15 3.838 2.111 0.163
H16 2.782 1.153 1.178
H17 1.941 1.910 -1.607
H18 3.232 0.764 -1.528
H19 0.643 0.180 -0.019
H20 0.640 0.154 -1.746
H21 2.421 -1.465 -1.836
H22 0.987 -2.091 -1.099
H23 2.705 -2.936 0.203
H24 3.714 -1.534 0.142
H25 1.479 -0.602 1.596
H26 1.578 -2.295 2.054
H27 3.777 -2.040 2.935
H28 3.982 -0.503 2.111
H29 0.773 -1.166 4.005
H30 0.674 0.610 6.049
H31 3.024 1.909 6.048
H32 4.493 0.817 4.080
H33 -2.058 -2.489 0.575
H34 -1.997 -0.034 -1.820
C18 4.668 6.818 -1.524
C19 3.412 5.998 -1.401
O4 2.738 5.974 -0.374
N5 3.030 5.268 -2.478
C20 3.683 5.168 -3.770
H35 4.825 7.341 -0.587
H36 5.537 6.190 -1.725
H37 4.553 7.559 -2.315
H38 2.181 4.747 -2.331
H39 3.006 5.504 -4.556
H40 3.957 4.130 -3.970
H41 4.579 5.778 -3.796
C21 1.040 10.974 -1.060
C22 1.697 9.623 -0.901
O5 2.664 9.284 -1.563
N6 1.180 8.767 0.018
C23 0.049 8.973 0.899
H42 1.574 11.525 -1.827
H43 -0.001 10.864 -1.366
H44 1.084 11.537 -0.128
H45 1.673 7.882 0.064
H46 0.366 8.885 1.940
H47 -0.716 8.217 0.709
H48 -0.386 9.955 0.749
C24 -6.770 -4.340 -0.565
C25 -5.688 -3.292 -0.515
O6 -5.378 -2.722 0.532
N7 -5.046 -2.997 -1.662
C26 -5.233 -3.588 -2.980
H49 -7.178 -4.463 0.434
H50 -7.570 -4.035 -1.238
H51 -6.365 -5.295 -0.902
H52 -4.352 -2.275 -1.555
H53 -4.294 -4.032 -3.311
H54 -5.524 -2.816 -3.693
H55 -5.991 -4.359 -2.963
C27 -5.494 -8.096 -2.192
C28 -4.998 -7.273 -3.358
O7 -5.724 -6.479 -3.943
N8 -3.709 -7.442 -3.738
C29 -2.703 -8.327 -3.166
H56 -6.536 -7.847 -2.014
H57 -5.421 -9.161 -2.411
H58 -4.919 -7.876 -1.291
H59 -3.443 -6.869 -4.523
H60 -1.849 -7.747 -2.813
H61 -2.353 -9.027 -3.925
H62 -3.114 -8.888 -2.335
C30 2.472 -8.263 -1.587
C31 1.839 -6.974 -2.052
O8 0.892 -6.953 -2.822
N9 2.362 -5.811 -1.576
C32 3.470 -5.614 -0.655
H63 1.944 -9.090 -2.051
H64 3.521 -8.306 -1.881
H65 2.397 -8.362 -0.504
H66 1.893 -4.992 -1.930
H67 3.105 -5.077 0.222
H68 4.241 -5.017 -1.143
H69 3.898 -6.559 -0.340

Here are the Löwdin charges for atoms 1 to 6, given in e: number 1, N, carries 0.16; number 2, C, carries -0.38; number 3, N, carries 0.08; number 4, O, carries 0.04; number 5, N, carries -0.14; number 6, C, carries -0.14

=====

Record 4
C32H72N4O5 as an isolated structure at a distorted geometry, computed with ωB97M-V/def2-TZVPD.

ΔE to the lowest compared entry with this formula, charge and spin, kcal/mol: 688.5
Net charge: 0

Element x y z (Å)
C1 -4.469 18.401 0.559
C2 -3.950 17.026 0.140
C3 -4.966 16.033 0.797
C4 -5.022 14.688 0.044
C5 -5.136 14.828 -1.441
C6 -4.039 15.748 -2.102
N1 -4.119 16.999 -1.349
O1 -3.360 18.000 -2.001
C7 -2.719 14.959 -2.079
C8 -4.496 16.036 -3.521
C9 -2.510 16.722 0.595
H1 -5.498 18.631 0.283
H2 -3.882 19.217 0.138
H3 -4.449 18.551 1.639
H4 -4.656 15.773 1.809
H5 -5.977 16.425 0.908
H6 -5.762 14.130 0.618
H7 -4.054 14.278 0.332
H8 -6.118 15.222 -1.705
H9 -5.062 13.810 -1.821
H10 -2.664 14.130 -2.784
H11 -1.893 15.656 -2.219
H12 -2.518 14.388 -1.172
H13 -3.886 16.802 -4.000
H14 -4.388 15.126 -4.112
H15 -5.547 16.315 -3.588
H16 -2.348 15.661 0.784
H17 -2.219 17.203 1.530
H18 -1.777 16.918 -0.187
H19 -3.912 18.343 -2.707
C10 2.679 18.295 0.298
C11 1.520 18.107 -0.757
C12 2.206 17.440 -1.981
C13 2.353 15.922 -1.883
C14 1.164 15.170 -1.246
C15 0.429 15.849 -0.048
N2 0.342 17.302 -0.314
O2 -0.410 17.946 0.650
C16 -0.952 15.198 0.079
C17 1.234 15.672 1.227
C18 1.015 19.491 -1.191
H20 3.501 18.959 0.027
H21 3.049 17.331 0.645
H22 2.322 18.694 1.247
H23 1.725 17.706 -2.922
H24 3.200 17.867 -2.109
H25 3.230 15.803 -1.246
H26 2.594 15.435 -2.828
H27 1.574 14.222 -0.899
H28 0.448 14.969 -2.044
H29 -1.590 15.292 -0.800
H30 -0.833 14.127 0.242
H31 -1.546 15.564 0.917
H32 0.860 14.708 1.573
H33 2.291 15.474 1.045
H34 1.166 16.369 2.062
H35 0.394 19.530 -2.086
H36 1.833 20.192 -1.353
H37 0.433 19.973 -0.405
H38 -1.155 18.352 0.201
C19 3.217 17.327 -4.351
C20 3.534 16.294 -5.448
C21 3.431 14.849 -4.815
C22 2.014 14.442 -4.552
C23 1.306 14.492 -5.920
C24 1.285 15.847 -6.661
N3 2.702 16.378 -6.683
O3 2.752 17.569 -7.374
C25 0.922 15.416 -8.128
C26 0.198 16.863 -6.224
C27 5.000 16.445 -5.818
H39 2.154 17.390 -4.116
H40 3.512 18.271 -4.810
H41 3.714 17.234 -3.385
H42 3.958 14.156 -5.470
H43 3.865 14.765 -3.818
H44 1.604 15.084 -3.772
H45 1.959 13.409 -4.206
H46 0.298 14.250 -5.583
H47 1.561 13.708 -6.632
H48 1.726 14.994 -8.730
H49 0.165 14.632 -8.119
H50 0.540 16.234 -8.740
H51 -0.833 16.537 -6.360
H52 0.263 17.211 -5.193
H53 0.327 17.755 -6.838
H54 5.613 16.444 -4.917
H55 5.236 17.409 -6.270
H56 5.301 15.604 -6.442
H57 3.386 17.356 -8.062
C28 -2.488 20.032 -2.161
C29 -1.616 19.580 -0.881
C30 -2.149 20.312 0.421
O4 -2.165 21.723 0.270
C31 -2.474 22.568 1.445
N4 -1.534 18.130 -0.781
H58 -3.557 19.836 -2.089
H59 -2.090 19.662 -3.106
H60 -2.427 21.117 -2.244
H61 -0.612 19.952 -1.084
H62 -1.483 20.003 1.227
H63 -3.097 19.943 0.813
H64 -1.499 22.528 1.931
H65 -3.195 22.069 2.094
H66 -2.681 23.622 1.260
H67 -1.218 17.761 -1.666
H68 -2.496 17.823 -0.803
C32 -0.506 16.672 -3.398
O5 -0.794 17.812 -2.521
H69 -1.294 16.549 -4.141
H70 0.520 16.717 -3.761
H71 -0.502 15.718 -2.871
H72 -0.310 17.713 -1.698

Here are the Löwdin charges for atoms 1 to 6, given in e: number 1, C, carries -0.03; number 2, C, carries -0.37; number 3, C, carries -0.12; number 4, C, carries -0.18; number 5, C, carries -0.12; number 6, C, carries -0.45

=====

no.,HOMO level (eV),frontier orbital gap (Ha)
1,-7.99,0.3000
2,-9.46,0.3482
3,-10.43,0.2276
4,-6.12,0.2456